No. 1
The following is a quantum chemistry calculation of a molecular structure, C19H20N4O2PdS, from OMol25.

Results
Net charge   -2
Energy above the lowest of the compared OMol25 structures with the same formula, charge and spin   0.0 kJ/mol
LUMO   5.25 eV
HOMO-LUMO gap   5.8 eV
DFT total energy   -1631.59452 Eh

Geometry (Å):
Pd 1.165 0.143 -0.074
O 0.387 -0.542 -2.662
C -0.815 -0.562 -2.987
C -1.235 -0.307 -4.357
C -2.535 -0.373 -4.766
C -3.570 -0.707 -3.869
C -3.219 -0.972 -2.564
C -1.896 -0.924 -2.091
C -1.715 -1.255 -0.705
N -0.657 -1.307 0.018
C -0.891 -1.779 1.382
C 0.021 -1.136 2.428
N 0.032 0.314 2.300
C -1.048 0.942 2.517
C -1.218 2.360 2.206
C -1.915 3.156 3.106
C -2.148 4.506 2.896
C -1.683 5.059 1.698
C -1.034 4.293 0.762
C -0.763 2.889 0.937
O -0.207 2.227 0.017
H -0.442 -0.045 -5.049
H -2.776 -0.157 -5.805
H -4.603 -0.752 -4.192
H -3.998 -1.237 -1.852
H -2.675 -1.512 -0.221
H -1.938 -1.591 1.669
H -0.741 -2.868 1.419
H -0.332 -1.448 3.425
H 1.050 -1.477 2.295
H -1.937 0.423 2.924
H -2.278 2.690 4.021
H -2.674 5.106 3.629
H -1.848 6.115 1.494
H -0.701 4.727 -0.176
S 3.412 -0.509 0.498
C 2.880 1.127 0.238
N 3.327 1.854 -0.913
C 2.651 3.153 -0.837
C 2.648 3.415 0.675
N 2.773 2.089 1.287
H 3.089 1.323 -1.741
H 1.624 3.113 -1.206
H 3.216 3.915 -1.383
H 1.731 3.917 0.988
H 3.501 4.043 0.963
H 1.983 1.839 1.872


No. 2
The following is a quantum chemistry calculation of C19H20N4O2S in the gas phase, from OMol25.

Results
Net charge   0
Energy above the lowest of the compared OMol25 structures with the same formula, charge and spin   633.7 kJ/mol
LUMO   -0.69 eV
HOMO-LUMO gap   7.0 eV
DFT total energy   -1503.55047 Eh

Geometry (Å):
O 0.325 8.150 -2.508
O -0.465 8.441 -4.537
N -0.444 1.987 -1.467
N 0.373 -0.768 0.672
S 1.022 2.309 0.689
C 0.069 1.366 -0.442
C 0.627 3.700 -0.319
C 2.293 -4.078 3.104
C -0.098 3.312 -1.411
C 1.885 -3.024 2.131
C 1.340 -4.860 3.722
C 0.534 -2.986 1.675
C 0.077 -2.054 0.644
C -1.940 4.581 -4.480
C -1.523 3.745 -3.446
C -1.531 5.907 -4.547
C -0.175 5.523 -2.574
C -0.632 4.209 -2.469
C -0.658 6.413 -3.558
N -0.099 0.002 -0.350
N -0.258 7.756 -3.540
C 2.940 -2.081 1.581
C -1.937 -3.550 2.241
C -0.408 -5.233 1.120
C -0.088 -4.571 3.506
C -0.471 -4.044 2.127
H 0.932 4.701 -0.084
H 3.347 -4.195 3.367
H 1.554 -5.615 4.469
H -0.582 -2.441 -0.141
H -2.616 4.238 -5.268
H -1.826 2.718 -3.433
H -1.894 6.582 -5.289
H 0.585 5.880 -1.848
H -0.798 -0.355 -1.025
H 2.884 -2.012 0.477
H 3.938 -2.392 1.833
H 2.805 -1.109 1.990
H -2.593 -4.385 2.612
H -2.289 -3.224 1.275
H -1.994 -2.685 2.910
H 0.576 -5.707 1.153
H -0.545 -4.879 0.087
H -1.186 -5.949 1.363
H -0.409 -3.854 4.267
H -0.650 -5.468 3.723